Entry 1:
Below is a structure of composition C22H25MnNO7PS at a distorted geometry, with properties calculated with ωB97M-V/def2-TZVPD.

```
58
Properties=species:S:1:pos:R:3
Mn 1.169 -0.302 1.261
O 1.136 -1.592 4.881
C 1.183 -0.775 4.006
O 0.515 -0.937 2.851
C 1.929 0.546 4.170
C 1.146 1.688 3.504
C 1.669 3.044 3.969
C 3.014 3.144 3.204
C 3.054 1.814 2.463
O 1.646 1.604 2.132
C 3.314 0.645 3.430
C 3.689 -0.573 2.607
O 4.660 -1.244 2.803
O 2.871 -0.786 1.562
H 2.047 0.691 5.239
H 0.070 1.570 3.505
H 1.791 3.062 5.050
H 0.988 3.844 3.688
H 3.878 3.262 3.855
H 3.007 3.971 2.497
H 3.654 1.801 1.560
H 4.132 0.842 4.116
N 2.855 -3.345 -0.132
C 1.907 -2.694 0.082
H 3.405 -4.044 0.355
C -1.696 -1.750 0.377
P -1.815 0.048 0.319
C -2.949 0.533 1.612
C -2.451 0.698 -1.218
O -0.414 0.597 0.614
H -2.619 -2.200 0.008
H -1.592 -1.991 1.439
H -0.565 -3.397 -0.330
H -3.969 0.223 1.375
H -2.915 1.620 1.698
H -2.637 0.083 2.555
H -3.268 0.093 -1.614
H -1.656 0.736 -1.959
H -2.813 1.708 -1.020
C -3.208 1.442 -6.799
C -2.617 0.711 -5.626
O -2.944 0.878 -4.482
S -1.350 -0.477 -6.115
C -0.970 -1.122 -4.508
C -1.757 -2.129 -3.962
C -1.542 -2.541 -2.659
C -0.555 -1.941 -1.881
C 0.265 -0.978 -2.457
C 0.064 -0.570 -3.768
C -0.486 -2.307 -0.400
C 0.820 -1.888 0.233
H -3.104 2.515 -6.637
H -4.274 1.215 -6.846
H -2.734 1.163 -7.738
H -2.546 -2.575 -4.554
H -2.167 -3.320 -2.233
H 1.050 -0.513 -1.876
H 0.687 0.198 -4.207
```

Values from the calculation:
Kohn-Sham gap (alpha / beta)   6.279 / 6.465 eV
LUMO level (alpha / beta)   -5.629 / -5.460 eV
Spin multiplicity   2
Net charge   +1
Strongest force on any atom   2.37 eV Å⁻¹
Highest occupied orbital energy (alpha / beta)   -0.438 / -0.438 Eh

Atom charges from the natural (NBO) analysis, given in e for atoms 1 to 2:
1 Mn 1.285
2 O -0.516

Entry 2:
Below is an isolated molecule of C22H25N3O5S at a distorted geometry, with properties calculated with ωB97M-V/def2-TZVPD.

```
56
Properties=species:S:1:pos:R:3
C -6.240 -4.140 -1.225
C -5.036 -3.669 -0.424
O -4.684 -2.382 -0.897
C -3.620 -1.746 -0.343
C -2.829 -2.245 0.685
C -1.759 -1.510 1.169
C -1.458 -0.256 0.649
C -2.262 0.247 -0.372
C -3.319 -0.487 -0.863
H -3.936 -0.099 -1.658
H -2.054 1.217 -0.787
N -0.392 0.524 1.135
S 0.514 1.397 0.021
O 1.744 1.751 0.663
O 0.587 0.683 -1.224
C -0.392 2.891 -0.219
C -0.810 3.483 -1.385
O -1.390 4.649 -1.082
N -1.356 4.844 0.261
C -0.762 3.816 0.799
C -0.530 3.675 2.252
H 0.524 3.468 2.429
H -1.112 2.841 2.641
H -0.820 4.590 2.760
C -0.725 3.048 -2.795
H -1.722 2.994 -3.230
H -0.247 2.073 -2.838
H -0.148 3.768 -3.372
C 0.332 0.077 2.301
H -0.360 -0.077 3.134
H 1.025 0.877 2.572
C 1.181 -1.188 2.115
O 1.511 -1.860 3.071
N 1.519 -1.471 0.846
H 1.246 -0.867 0.084
C 2.435 -2.538 0.517
C 3.634 -2.062 -0.262
C 4.050 -0.738 -0.221
C 5.163 -0.335 -0.941
C 5.874 -1.248 -1.700
C 5.467 -2.571 -1.740
C 4.352 -2.973 -1.027
H 4.034 -4.006 -1.062
H 6.016 -3.290 -2.330
H 6.742 -0.931 -2.260
H 5.472 0.699 -0.905
H 3.507 -0.012 0.365
H 2.753 -2.978 1.470
H 1.906 -3.309 -0.057
H -1.162 -1.939 1.957
H -3.025 -3.211 1.121
H -5.286 -3.622 0.645
H -4.195 -4.363 -0.559
H -6.542 -5.129 -0.892
H -5.990 -4.179 -2.281
H -7.068 -3.449 -1.091
```

Values from the calculation:
SMILES   CCOc1ccc(N(CC(=O)NCc2ccccc2)S(=O)(=O)c2c(C)noc2C)cc1
Kohn-Sham gap   8.992 eV
LUMO level   0.615 eV
Spin multiplicity   1
Strongest force on any atom   1.40 eV Å⁻¹
Highest occupied orbital energy   -0.308 Eh

Atom charges from the natural (NBO) analysis, given in e for atoms 1 to 2:
1 C -0.617
2 C -0.063

Entry 3:
Below is a structure of composition C22H25N9O2Sn, with properties calculated with ωB97M-V/def2-TZVPD.

```
59
Properties=species:S:1:pos:R:3
Sn 0.186 2.254 -0.849
N -1.584 4.706 -1.418
C -2.977 4.301 -1.198
C -3.090 3.300 -0.052
N -2.318 2.033 -0.191
C -2.990 1.022 -1.033
C -2.526 1.087 -2.478
N -1.062 0.909 -2.510
H -1.308 5.372 -0.700
H -1.512 5.218 -2.293
H -3.358 3.871 -2.122
H -3.618 5.152 -0.956
H -4.151 3.062 0.063
H -2.761 3.784 0.870
H -2.287 1.642 0.744
H -4.076 1.133 -0.986
H -2.733 0.033 -0.644
H -2.772 2.042 -2.935
H -3.037 0.304 -3.042
H -0.721 1.032 -3.459
H -0.851 -0.057 -2.254
C -0.526 2.337 4.212
C -0.276 2.765 2.908
N -0.029 1.900 1.938
C 0.007 0.596 2.252
C -0.234 0.184 3.561
N -0.510 1.051 4.524
C 0.378 -0.338 1.185
C 0.127 -1.828 1.226
C 1.431 -2.562 1.001
C 2.024 -2.110 -0.095
C 1.212 -1.048 -0.805
N 0.910 0.080 0.088
C 1.823 -0.623 -2.118
C 2.356 -1.559 -2.998
N 2.935 -1.187 -4.131
C 3.003 0.109 -4.392
C 2.443 1.049 -3.533
N 1.843 0.675 -2.406
C 1.827 -3.749 1.784
C 1.911 -4.973 1.123
C 2.263 -6.097 1.859
N 2.529 -6.044 3.156
C 2.460 -4.881 3.785
C 2.102 -3.700 3.144
H -0.752 3.032 5.012
H -0.275 3.817 2.648
H -0.186 -0.860 3.851
H -0.450 -2.188 2.072
H 2.951 -2.484 -0.505
H 2.308 -2.623 -2.795
H 3.505 0.405 -5.305
H 2.471 2.111 -3.746
H 1.689 -5.047 0.067
H 2.331 -7.073 1.391
H 2.701 -4.887 4.841
H 2.069 -2.766 3.692
O -0.083 -1.632 -1.129
O -0.740 -2.052 0.082
```

Values from the calculation:
Kohn-Sham gap   6.744 eV
LUMO level   -7.239 eV
Spin multiplicity   1
Net charge   +2
Strongest force on any atom   0.62 eV Å⁻¹
Highest occupied orbital energy   -0.514 Eh

Atom charges from the natural (NBO) analysis, given in e for atoms 1 to 2:
1 Sn 1.443
2 N -0.858

Entry 4:
Below is an isolated molecule of C22H25NO2 at a distorted geometry, with properties calculated with ωB97M-V/def2-TZVPD.

```
50
Properties=species:S:1:pos:R:3
O -3.880 -1.894 -2.687
O -2.267 2.901 2.950
C -2.829 -1.256 -2.660
C -0.881 -2.721 -3.024
C 0.136 -2.764 -2.129
C -0.225 3.075 1.636
C 0.530 2.596 0.592
C -2.020 1.403 1.194
C -1.462 2.456 1.945
C -0.069 1.621 -0.201
C -1.256 0.982 0.133
N 0.955 -1.666 0.015
C -2.799 -0.311 -1.423
C -1.524 -1.391 -3.488
C 0.515 1.070 -1.390
C -0.127 -1.600 1.058
C 2.415 -1.589 0.418
C 0.739 -1.515 -1.466
C 4.061 -3.562 0.669
C 3.072 -4.223 -0.256
C -1.562 -1.562 0.364
C -0.595 -0.237 -3.206
C 3.330 -2.674 -0.257
C -1.514 -0.237 -0.697
C -0.227 -0.281 -1.696
H -2.142 3.832 3.113
H -1.175 -3.637 -3.556
H 0.528 -3.744 -1.901
H 0.089 3.959 2.126
H 1.409 3.225 0.365
H -2.915 0.924 1.541
H -3.661 -0.573 -0.769
H -2.877 0.622 -1.950
H -1.742 -1.512 -4.556
H 0.288 1.794 -2.254
H 1.561 0.790 -1.288
H -0.069 -2.609 1.652
H -0.013 -0.809 1.802
H 2.418 -1.758 1.558
H 2.783 -0.563 0.188
H 1.688 -1.305 -1.950
H 5.153 -3.843 0.676
H 3.733 -3.708 1.771
H 2.301 -4.719 0.319
H 3.481 -4.780 -1.162
H -2.363 -1.616 1.081
H -1.676 -2.451 -0.227
H 0.337 -0.328 -3.871
H -1.086 0.624 -3.622
H 3.782 -2.264 -1.247
```

Values from the calculation:
SMILES   O=C1C[C@@]23CCN(CC4CC4)[C@H]4C=C[C@@H]1C[C@]42Cc1ccc(O)cc13
Kohn-Sham gap   8.426 eV
LUMO level   0.717 eV
Spin multiplicity   1
Strongest force on any atom   4.00 eV Å⁻¹
Highest occupied orbital energy   -0.283 Eh

Atom charges from the natural (NBO) analysis, given in e for atoms 1 to 2:
1 O -0.552
2 O -0.682

Number 1: energy -3325.07470 a.u.. Number 2: energy -1791.95618 a.u.. Number 3: energy -1710.30899 a.u.. Number 4: energy -1058.41485 a.u..